C43H64LuN6O2SSi | ωB97M-V/def2-TZVPD

Lowest unoccupied orbital energy (spin up / spin down) ... -2.4 / -2.4 eV
HOMO (spin up / spin down) ... -0.25327 / -0.23741 hartree
Total charge ... +1
Spin multiplicity ... 1
Gap between HOMO and LUMO (spin up / spin down) ... 4.45 / 4.01 eV

Geometry as XYZ:
```
118
Properties=species:S:1:pos:R:3:mulliken_charge:R:1
Lu -16.85 -8.03 -1.77 1.84
C -16.69 -4.94 -1.82 -1.05
N -16.03 -5.88 -2.80 0.04
C -14.51 -5.98 -2.51 -1.40
C -14.19 -6.46 -1.07 0.57
C -12.86 -6.60 -0.61 -0.88
C -12.60 -6.54 0.78 -0.87
C -13.75 -6.70 1.66 -0.81
C -15.02 -6.77 1.08 -0.97
N -15.24 -6.82 -0.22 0.63
C -16.08 -5.59 -4.31 -1.28
C -17.42 -5.23 -4.81 0.28
C -18.26 -5.91 -5.73 -0.45
C -19.31 -5.20 -6.27 -0.80
C -19.63 -3.98 -5.71 -0.54
C -18.82 -3.38 -4.76 -0.29
N -17.74 -4.00 -4.37 -0.17
C -18.14 -5.21 -1.57 0.34
C -19.08 -4.16 -1.45 -0.66
C -20.42 -4.46 -1.26 -0.59
C -20.80 -5.80 -1.11 -0.79
C -19.85 -6.82 -1.09 -0.22
N -18.52 -6.50 -1.31 -0.10
H -16.57 -3.92 -2.27 0.50
H -16.13 -4.88 -0.87 0.91
H -13.94 -5.03 -2.71 0.49
H -14.14 -6.69 -3.24 0.48
H -12.11 -6.73 -1.34 0.52
H -11.60 -6.36 1.15 0.42
H -13.64 -6.82 2.74 0.41
H -15.89 -6.90 1.73 0.61
H -15.62 -6.47 -4.79 0.53
H -15.40 -4.69 -4.49 0.54
H -18.01 -6.96 -6.04 0.48
H -19.90 -5.54 -7.07 0.53
H -20.53 -3.48 -5.98 0.48
H -19.05 -2.41 -4.22 0.37
H -18.73 -3.14 -1.78 0.52
H -21.18 -3.69 -1.37 0.45
H -21.92 -5.95 -0.94 0.38
H -20.18 -7.84 -1.01 0.40
C -16.70 -11.54 -1.61 -1.03
C -15.33 -11.02 -1.85 -0.58
N -14.97 -9.69 -1.25 0.00
C -14.46 -9.91 0.14 -0.80
C -15.52 -10.29 1.13 -0.83
S -17.01 -9.24 0.98 -0.01
C -18.43 -10.42 0.96 -0.60
C -18.83 -10.95 -0.43 -0.83
N -17.88 -10.56 -1.49 -0.12
H -16.88 -12.27 -2.38 0.37
H -16.59 -12.05 -0.67 0.55
H -14.61 -11.73 -1.43 0.61
H -15.11 -11.02 -2.95 0.06
H -14.15 -9.40 -1.77 0.18
H -13.72 -10.76 0.07 0.53
H -13.93 -9.03 0.49 0.10
H -15.76 -11.35 1.06 0.48
H -15.15 -10.22 2.15 0.62
H -18.14 -11.29 1.60 0.41
H -19.28 -9.86 1.38 0.40
H -18.94 -12.07 -0.36 0.41
H -19.82 -10.62 -0.74 0.43
H -18.34 -10.60 -2.41 0.32
C -28.62 -9.15 -2.35 -1.91
C -29.03 -7.70 -2.15 2.64
C -30.27 -7.34 -2.98 -1.97
C -29.25 -7.51 -0.66 -1.69
Si -27.77 -6.48 -2.79 -1.95
C -27.99 -4.62 -2.26 2.15
C -26.61 -4.19 -1.76 -1.13
C -28.64 -4.04 -3.55 -1.34
C -28.97 -4.34 -1.08 -2.00
C -26.68 -6.87 -4.35 2.42
C -27.60 -7.17 -5.52 -1.71
C -25.65 -5.75 -4.66 -1.87
C -25.85 -8.11 -3.89 -1.58
H -29.46 -9.81 -2.02 0.54
H -27.66 -9.42 -1.84 0.39
H -28.45 -9.35 -3.41 0.34
H -31.09 -7.99 -2.72 0.55
H -30.09 -7.51 -4.04 0.34
H -30.60 -6.30 -2.94 0.33
H -29.12 -8.46 -0.19 0.50
H -30.29 -7.21 -0.50 0.37
H -28.62 -6.79 -0.17 0.22
H -26.67 -4.37 -0.62 0.36
H -26.37 -3.13 -1.90 0.37
H -25.79 -4.78 -2.23 0.00
H -27.96 -4.11 -4.41 0.24
H -28.85 -2.94 -3.53 0.43
H -29.61 -4.55 -3.83 0.22
H -28.57 -4.83 -0.17 0.47
H -29.99 -4.61 -1.27 0.33
H -28.97 -3.25 -0.94 0.50
H -28.41 -6.44 -5.57 0.35
H -28.08 -8.18 -5.54 0.30
H -26.95 -7.05 -6.40 0.49
H -26.18 -4.83 -4.89 0.28
H -25.02 -5.94 -5.54 0.51
H -25.03 -5.57 -3.78 0.50
H -26.29 -9.00 -4.35 0.37
H -25.84 -8.24 -2.79 0.26
H -24.79 -8.03 -4.22 0.38
O -18.14 -8.29 -3.75 -0.73
C -17.11 -8.74 -4.30 0.83
O -15.97 -8.79 -3.65 -0.78
C -17.25 -9.45 -5.56 0.79
C -18.19 -9.21 -6.56 -0.01
C -18.07 -9.86 -7.77 -0.73
C -17.09 -10.90 -7.95 -0.60
C -16.13 -11.09 -6.95 -0.82
C -16.23 -10.37 -5.78 -0.44
H -19.11 -8.57 -6.40 0.46
H -18.81 -9.73 -8.54 0.38
H -17.17 -11.45 -8.86 0.46
H -15.30 -11.75 -7.13 0.43
H -15.45 -10.45 -5.03 0.23
```